Entry from OMol25: C21H18N3ReS8Sb2 as an isolated structure (ωB97M-V/def2-TZVPD).

Geometry (Å):
Re (9.7318, 13.4757, 7.1707)
C (7.0340, 12.8377, 4.7888)
C (6.9595, 12.3269, 6.1823)
C (5.8482, 11.5860, 6.5439)
C (5.6579, 11.1260, 7.8471)
C (6.7006, 11.2515, 8.7283)
C (7.8152, 12.0030, 8.3903)
N (7.9399, 12.5785, 7.1307)
Sb (8.7774, 12.4331, 10.3023)
C (8.6888, 14.5107, 9.5566)
C (8.0245, 15.3461, 10.4458)
C (8.3166, 16.7046, 10.4587)
C (9.1638, 17.2371, 9.4948)
C (9.7781, 16.3776, 8.5489)
C (10.8059, 16.9509, 7.6406)
N (9.4815, 15.0296, 8.5703)
C (10.7323, 12.0410, 9.5485)
C (11.5637, 11.2818, 10.3523)
C (12.9284, 11.3337, 10.2125)
C (13.4815, 12.1609, 9.2024)
C (12.6369, 12.9961, 8.4477)
C (13.2484, 14.0698, 7.5818)
N (11.2512, 12.7863, 8.5263)
H (6.0902, 12.5594, 4.3297)
H (7.8556, 12.3339, 4.2486)
H (7.1700, 13.9291, 4.7399)
H (5.1047, 11.4287, 5.7638)
H (4.7307, 10.6812, 8.2125)
H (6.7205, 10.7507, 9.7047)
H (7.2955, 14.9050, 11.1258)
H (7.8338, 17.3251, 11.2201)
H (9.4035, 18.2973, 9.4243)
H (10.8046, 18.0223, 7.8113)
H (10.5992, 16.7827, 6.5917)
H (11.7971, 16.5470, 7.8914)
H (11.1205, 10.5934, 11.0754)
H (13.5386, 10.7242, 10.8731)
H (14.5460, 12.1980, 9.0698)
H (14.1349, 14.4324, 8.1257)
H (12.5783, 14.8932, 7.3127)
H (13.6005, 13.6572, 6.6314)
S (5.1735, 6.0758, 6.8201)
C (6.4316, 7.1063, 7.0434)
S (7.0899, 8.0838, 5.7508)
C (8.3498, 8.9244, 6.6413)
C (8.3611, 8.6050, 8.0431)
S (9.3745, 9.3286, 9.1782)
S (7.2389, 7.4409, 8.6038)
S (9.3355, 9.8592, 5.6898)
S (12.5950, 15.8700, 4.5795)
Sb (10.9187, 14.5005, 3.8053)
S (11.0778, 12.5919, 5.4854)
S (9.1659, 15.0424, 5.6048)

## Properties
relative energy (zero: lowest compared OMol25 entry of this formula, charge and spin)	0.0	kJ/mol
HOMO (spin up / spin down)	-6.68 / -7.19	eV
HOMO-LUMO gap (spin up / spin down)	5.1 / 5.5	eV
multiplicity	3

***

Entry from OMol25: a single C21H18N4O3S molecule (ωB97M-V/def2-TZVPD).

Geometry (Å):
N (-1.9965, 5.9518, -2.6390)
C (-1.9898, 4.4920, -2.7406)
C (-0.5793, 3.8370, -2.8946)
N (0.2635, 3.9967, -1.6767)
C (0.3198, 2.8724, -0.8200)
C (0.9585, 1.6978, -1.3252)
C (1.0681, 0.5841, -0.5226)
C (0.7032, 0.5942, 0.8156)
C (0.8717, -0.5903, 1.7006)
O (1.0093, -0.3655, 2.9292)
N (0.5157, -1.9226, 1.3099)
C (0.2384, -2.3511, -0.0038)
C (-0.9151, -1.9942, -0.4944)
C (-1.2645, -2.2374, -1.7413)
C (-0.5278, -3.1964, -2.4782)
C (0.6657, -3.7098, -1.9868)
C (1.0224, -3.3647, -0.6335)
S (2.4608, -3.8516, 0.3156)
C (1.7021, -3.9280, 1.8891)
C (2.0097, -5.0722, 2.6985)
C (1.4469, -5.1995, 3.9495)
C (0.6347, -4.1907, 4.4221)
C (0.3281, -3.0566, 3.5876)
C (0.7778, -2.9491, 2.3035)
C (0.0222, 1.7617, 1.3832)
C (-0.1640, 2.8563, 0.4851)
N (-0.9006, 4.0235, 0.8542)
O (-2.0195, 3.8187, 1.4147)
O (-0.4433, 5.1446, 0.6216)
H (-2.8700, 6.3088, -2.9947)
H (-1.7894, 6.1598, -1.6907)
H (-2.3552, 4.2514, -3.7736)
H (-2.5072, 3.9463, -2.0015)
H (-0.7142, 2.8231, -3.1249)
H (0.0392, 4.2584, -3.7840)
H (0.2165, 4.9282, -1.2083)
H (1.4658, 1.7934, -2.2888)
H (1.5148, -0.2167, -1.0562)
H (-1.6230, -1.4161, 0.1071)
H (-2.2408, -1.8535, -2.0952)
H (-0.9508, -3.6266, -3.3516)
H (1.3701, -4.3885, -2.4388)
H (2.6759, -5.8487, 2.3695)
H (1.7653, -5.9436, 4.6781)
H (0.3638, -4.2517, 5.4571)
H (-0.3019, -2.4107, 4.0926)
H (-0.2775, 1.8354, 2.3807)

## Properties
relative energy (zero: lowest compared OMol25 entry of this formula, charge and spin)	578.0	kJ/mol
structure (SMILES)	NCCNc1ccc(C(=O)N2c3ccccc3Sc3ccccc32)cc1[N+](=O)[O-]
HOMO	-8.36	eV
HOMO-LUMO gap	7.7	eV

***

Entry from OMol25: a single C21H18N6S molecule (ωB97M-V/def2-TZVPD).

Geometry (Å):
C (3.2762, -2.4759, -4.6437)
C (2.4126, -1.7920, -3.5770)
C (1.3164, -2.5018, -3.1317)
C (0.6667, -2.1715, -2.0651)
N (-0.4535, -2.7099, -1.5093)
C (-0.7093, -2.0325, -0.4336)
C (-1.8377, -2.6052, 0.4270)
C (-1.9061, -2.3255, 1.8485)
C (-2.9562, -2.9818, 2.3845)
S (-3.9064, -3.8004, 1.0592)
C (-2.8682, -3.3470, -0.1916)
N (0.0933, -0.8914, -0.2618)
C (-0.0071, 0.1373, 0.6869)
C (1.0342, 0.9392, 1.1422)
C (0.8930, 1.9326, 2.0342)
C (-0.3296, 2.3330, 2.5529)
C (-0.5728, 3.3711, 3.3048)
N (0.3601, 4.1874, 3.8294)
N (-1.7593, 3.8982, 3.5059)
C (-2.8044, 3.2167, 3.0017)
N (-4.1020, 3.5446, 3.3726)
N (-2.6880, 2.1521, 2.2604)
C (-1.4551, 1.6057, 2.0483)
C (-1.2426, 0.5305, 1.1365)
C (0.9301, -1.0277, -1.4417)
C (1.9062, -0.1734, -1.9807)
C (2.6763, -0.5041, -3.0384)
C (3.4736, 0.6037, -3.7959)
H (4.2304, -2.7581, -4.0751)
H (2.8607, -3.3908, -5.0441)
H (3.6281, -1.8235, -5.4764)
H (0.9471, -3.2173, -3.7863)
H (-1.2857, -1.6897, 2.4072)
H (-3.3007, -3.0001, 3.4293)
H (-2.9229, -3.5607, -1.2940)
H (2.0255, 0.7291, 0.7643)
H (1.8125, 2.4884, 2.1907)
H (-0.1522, 4.7999, 4.5062)
H (1.0165, 3.5009, 4.2596)
H (-4.7020, 3.2665, 2.6073)
H (-4.2305, 4.4619, 3.7893)
H (-2.2167, 0.0095, 0.7699)
H (1.9535, 0.6812, -1.4617)
H (4.3180, 0.7900, -3.2124)
H (3.7907, 0.1923, -4.7814)
H (2.7875, 1.4085, -4.1168)

## Properties
relative energy (zero: lowest compared OMol25 entry of this formula, charge and spin)	225.3	kJ/mol
structure (SMILES)	Cc1cc2nc(-c3ccsc3)n(-c3ccc4c(N)nc(N)nc4c3)c2cc1C
HOMO	-7.95	eV
HOMO-LUMO gap	7.9	eV

***

Entry from OMol25: a single C21H18O8 molecule (ωB97M-V/def2-TZVPD).

Geometry (Å):
C (0.3983, -5.2128, 2.3194)
C (1.2989, -5.0931, 1.0553)
O (2.0492, -6.0155, 0.9676)
C (1.3364, -4.0854, -0.0536)
C (2.5117, -3.6088, -0.6793)
C (2.5196, -2.5060, -1.6545)
C (3.8387, -2.2274, -2.3171)
C (1.3302, -1.9013, -2.0394)
O (1.3358, -0.7708, -2.9367)
C (0.1378, -2.3447, -1.3936)
C (-1.2278, -1.7799, -1.7762)
C (-1.3675, -0.3957, -0.9923)
C (-1.3088, 0.7357, -1.6840)
O (-1.3584, 0.7095, -3.0152)
C (-1.3106, 2.0604, -1.0358)
C (-1.4517, 2.1205, 0.3192)
C (-1.3587, 3.4034, 1.0753)
C (-1.6266, 3.4361, 2.4173)
C (-1.3809, 4.5935, 3.1820)
C (-0.8236, 5.7028, 2.6115)
O (-0.5978, 6.8220, 3.3659)
C (-0.6530, 5.7714, 1.1641)
O (-0.4111, 6.9515, 0.5676)
C (-1.0554, 4.6284, 0.4117)
O (-1.5186, 1.0085, 1.0674)
C (-1.6693, -0.2388, 0.4096)
O (-1.8496, -1.3122, 0.9863)
C (0.1786, -3.3432, -0.3494)
O (-0.9590, -3.6365, 0.3274)
H (0.9082, -5.6273, 3.1879)
H (0.0991, -4.3017, 2.7000)
H (-0.4900, -5.7669, 2.1011)
H (3.4666, -4.1017, -0.2791)
H (3.8506, -2.1773, -3.3995)
H (4.4469, -1.4983, -1.7697)
H (4.4004, -3.0832, -2.1531)
H (0.5464, -0.3573, -2.5771)
H (-1.4169, -1.7356, -2.9224)
H (-2.0411, -2.4298, -1.4903)
H (-1.6214, 1.5356, -3.4336)
H (-1.0280, 2.8806, -1.6217)
H (-1.8356, 2.4263, 2.9440)
H (-1.6158, 4.5145, 4.2132)
H (-0.0046, 7.3989, 2.8474)
H (-0.2142, 6.9390, -0.4142)
H (-1.0093, 4.7503, -0.6364)
H (-1.4480, -2.8374, 0.3833)

## Properties
relative energy (zero: lowest compared OMol25 entry of this formula, charge and spin)	252.8	kJ/mol
structure (SMILES)	CC(=O)c1cc(C)c(O)c(Cc2c(O)cc(-c3ccc(O)c(O)c3)oc2=O)c1O
HOMO	-8.02	eV
HOMO-LUMO gap	7.7	eV

***

Entry from OMol25: a 15-piece molecular cluster, C21H19B2Cl56INO overall (ωB97M-V/def2-TZVPD).

Geometry (Å):
C (-1.6966, -1.3465, -2.7718)
C (-1.9835, -0.1552, -3.6858)
C (-2.6922, 0.9833, -2.9314)
N (-2.3825, 2.3456, -3.3529)
B (-1.2976, 3.0604, -2.4299)
C (0.0062, 2.0733, -2.1546)
C (1.3105, 2.6059, -1.5406)
C (1.5744, 2.1329, -0.0916)
I (1.5760, 4.7518, -1.5916)
B (-2.1210, 3.6178, -1.0246)
C (-1.6735, 3.4360, 0.5063)
O (-3.3430, 4.3232, -1.1719)
H (-2.5987, -1.9345, -2.6055)
H (-1.3422, -1.0138, -1.7934)
H (-0.9472, -2.0295, -3.1748)
H (-1.0409, 0.1959, -4.1121)
H (-2.6089, -0.5066, -4.5117)
H (-2.4977, 0.8497, -1.8611)
H (-3.7741, 0.8013, -3.0595)
H (-1.9418, 2.2712, -4.2660)
H (-0.9679, 4.0808, -3.0352)
H (0.2833, 1.6241, -3.1168)
H (-0.2848, 1.2289, -1.5166)
H (2.1448, 2.2347, -2.1317)
H (2.5459, 1.6340, -0.0357)
H (0.8233, 1.4070, 0.2172)
H (1.5832, 2.9447, 0.6322)
H (-2.5187, 3.6151, 1.1840)
H (-1.2829, 2.4377, 0.7179)
H (-0.9039, 4.1719, 0.7649)
H (-4.0968, 3.7448, -1.0780)
C (-1.6115, 7.9667, -1.1457)
Cl (-2.2059, 7.0867, -2.5397)
Cl (-2.5820, 9.4345, -0.8902)
Cl (-1.7101, 6.9449, 0.2841)
Cl (0.0760, 8.4329, -1.4113)
C (4.0350, 5.7784, 2.0099)
Cl (3.3977, 4.5681, 3.1299)
Cl (4.6751, 4.9733, 0.5818)
Cl (2.7473, 6.8898, 1.5528)
Cl (5.3380, 6.6801, 2.8087)
C (-3.2714, -4.4389, 0.0115)
Cl (-4.5483, -5.5921, -0.3892)
Cl (-3.8711, -2.7888, -0.1351)
Cl (-2.7379, -4.7305, 1.6779)
Cl (-1.9062, -4.6380, -1.0825)
C (2.4672, -1.7580, -2.1149)
Cl (4.0754, -1.0431, -1.9560)
Cl (2.6406, -3.4846, -2.4960)
Cl (1.5915, -1.5803, -0.5944)
Cl (1.5822, -0.9599, -3.4028)
C (-6.5842, -2.6629, 3.9387)
Cl (-6.3248, -3.0074, 5.6537)
Cl (-5.3303, -3.4701, 2.9945)
Cl (-8.1743, -3.2592, 3.4486)
Cl (-6.4985, -0.9253, 3.6553)
C (-5.0021, -3.2159, -4.8191)
Cl (-5.6396, -1.6835, -5.4120)
Cl (-6.0997, -4.5320, -5.2697)
Cl (-3.4111, -3.5090, -5.5267)
Cl (-4.8429, -3.1499, -3.0649)
C (9.3181, 5.5624, 3.6689)
Cl (8.6449, 4.8430, 2.2083)
Cl (8.5382, 7.1167, 3.9746)
Cl (9.0325, 4.4892, 5.0428)
Cl (11.0558, 5.8118, 3.4572)
C (12.3940, 4.6072, 8.2601)
Cl (14.0540, 5.1832, 8.4547)
Cl (12.4166, 2.9161, 7.7498)
Cl (11.5425, 4.7432, 9.8020)
Cl (11.5685, 5.5727, 7.0405)
C (-9.4478, -5.4476, 0.0217)
Cl (-10.1484, -3.8343, -0.1188)
Cl (-10.2043, -6.5247, -1.1584)
Cl (-7.7130, -5.3631, -0.2824)
Cl (-9.7353, -6.0748, 1.6494)
C (1.3619, -7.5583, -0.9836)
Cl (1.8485, -5.8890, -1.2950)
Cl (2.0145, -8.0797, 0.5732)
Cl (-0.3975, -7.6483, -0.9470)
Cl (1.9860, -8.6057, -2.2629)
C (7.1807, -3.5639, -2.9377)
Cl (6.2235, -2.9920, -4.3028)
Cl (6.3132, -4.8612, -2.1112)
Cl (8.7342, -4.1754, -3.5223)
Cl (7.4623, -2.2368, -1.8083)
C (-1.3436, -4.4548, -9.0286)
Cl (-2.8522, -5.2122, -9.5497)
Cl (-1.5106, -2.7015, -9.0951)
Cl (-0.9850, -4.9457, -7.3725)
Cl (-0.0292, -4.9676, -10.0933)
C (-3.7815, 0.3583, 6.7929)
Cl (-3.3444, 2.0088, 6.3529)
Cl (-2.9451, -0.0964, 8.2838)
Cl (-5.5276, 0.2549, 7.0423)
Cl (-3.3029, -0.7386, 5.4967)
C (0.5609, -2.0895, 7.1429)
Cl (0.4029, -1.3494, 8.7396)
Cl (-0.8052, -3.1722, 6.8627)
Cl (0.5799, -0.8293, 5.9113)
Cl (2.0657, -3.0134, 7.0716)

## Properties
HOMO	-3.88	eV
charge	-1
HOMO-LUMO gap	5.1	eV

***

Entry from OMol25: C21H19BBrN11O2V as an isolated structure (ωB97M-V/def2-TZVPD).

Geometry (Å):
V (-0.1108, -0.5914, -0.1992)
C (0.2810, 1.7700, 3.2207)
C (-0.3423, 0.7640, 2.4912)
N (0.2126, 0.6693, 1.2769)
N (1.1854, 1.6096, 1.2043)
C (1.2455, 2.2753, 2.3685)
B (2.1280, 1.6636, -0.0542)
N (1.2140, 1.7790, -1.3221)
C (1.3173, 2.5181, -2.4318)
C (0.3603, 2.0932, -3.3402)
C (-0.3021, 1.0568, -2.6975)
N (0.2256, 0.8668, -1.4741)
N (2.8134, 0.2665, -0.1561)
C (4.0986, -0.1308, -0.1369)
C (4.1293, -1.5109, -0.2235)
C (2.7962, -1.8883, -0.2867)
N (1.9935, -0.8227, -0.2474)
N (3.0257, 2.8664, 0.0317)
C (2.5780, 4.1546, 0.0952)
C (3.6717, 4.9740, 0.0893)
C (4.7705, 4.0880, 0.0135)
N (4.3837, 2.8262, -0.0248)
H (0.0591, 2.0943, 4.2242)
H (-1.1642, 0.1223, 2.7651)
H (1.9680, 3.0620, 2.5181)
H (2.0584, 3.3013, -2.5072)
H (0.1638, 2.4943, -4.3212)
H (-1.1469, 0.4761, -3.0275)
H (4.8820, 0.6068, -0.0712)
H (4.9986, -2.1487, -0.2338)
H (2.3868, -2.8835, -0.3580)
H (1.5206, 4.3838, 0.1398)
H (3.6854, 6.0522, 0.1360)
H (5.8262, 4.3240, -0.0147)
Br (-4.5539, -4.8426, -0.1408)
C (-4.9345, -2.9836, -0.0467)
C (-6.2553, -2.5956, 0.1436)
C (-6.5179, -1.2412, 0.2090)
C (-5.4689, -0.3436, 0.0799)
C (-4.1991, -0.8505, -0.1033)
N (-3.9209, -2.1591, -0.1637)
C (-3.0669, 0.1237, -0.2515)
O (-3.2619, 1.2920, -0.4102)
O (-1.8369, -0.4274, -0.2870)
H (-7.0363, -3.3367, 0.2328)
H (-7.5300, -0.8862, 0.3569)
H (-5.6154, 0.7286, 0.1151)
N (-0.4689, -3.3808, -0.7333)
C (-0.5405, -4.6611, -0.3446)
C (-0.2235, -4.6976, 0.9948)
C (0.0282, -3.3694, 1.3442)
N (-0.1267, -2.5628, 0.2951)
H (-0.7002, -3.0175, -1.6378)
H (-0.8165, -5.4462, -1.0323)
H (-0.1847, -5.5656, 1.6332)
H (0.3175, -2.9593, 2.2999)

## Properties
relative energy (zero: lowest compared OMol25 entry of this formula, charge and spin)	0.0	kJ/mol
HOMO (spin up / spin down)	-11.65 / -11.82	eV
charge	+1
HOMO-LUMO gap (spin up / spin down)	8.3 / 9.1	eV
multiplicity	3

***

Total energy list, top to bottom, in eV: -128424.2004 -45002.4875 -41843.4547 -38446.2445 -736329.5093 -138976.9840